104
Properties=species:S:1:pos:R:3:mulliken_charge:R:1 method="wB97M-V/def2-TZVPD" spin_multiplicity=1 homo_lumo_gap_ev=7.09 e_lumo_ha=-0.1976 homo_energy_ha=-0.4580 charge=+1
H -11.150 -3.147 -0.312 0.326
H -10.042 -0.997 -2.913 0.310
H 5.827 0.762 -0.734 0.306
C 2.500 -1.347 -6.496 -1.384
H -10.739 -0.489 -1.386 0.371
H 2.879 -2.370 -6.581 0.375
O 0.730 6.317 0.849 -0.335
H 0.474 1.804 -0.690 0.287
C -4.504 -4.059 -2.119 0.642
F 0.963 -3.993 2.726 -0.219
H -0.786 5.019 0.434 0.207
H -6.148 -4.774 -0.878 0.278
O 2.758 2.243 -5.102 -0.594
H 5.417 3.159 -2.597 0.155
C 1.878 -0.388 -3.149 0.452
H 1.426 -1.351 -6.706 0.324
H -5.807 -5.763 -2.286 0.355
H -0.567 -1.001 -0.716 0.233
H -6.645 -4.222 -2.496 0.256
H 5.148 4.641 -0.901 0.321
C 3.376 -1.700 -4.144 -0.715
C -9.827 -0.885 -1.844 -1.303
H -3.787 -4.768 -2.551 0.305
C 0.278 0.363 6.182 0.581
H -9.031 -0.141 -1.744 0.329
H 1.065 -2.074 5.323 -0.356
C -3.622 -2.073 -2.620 0.465
C 7.224 1.054 2.692 0.575
H 4.559 1.389 2.157 0.285
C -10.222 -2.630 -0.049 -0.674
C -5.855 -4.727 -1.932 -1.270
C 0.699 -1.822 6.326 1.278
O 7.101 0.709 1.375 -0.408
P 0.588 -0.942 0.190 0.360
C -0.326 5.489 1.312 0.704
C 5.096 0.467 2.407 -0.194
H -2.330 6.233 1.568 0.323
C -3.958 -3.418 -0.879 -0.612
H 4.384 -0.269 2.792 0.088
H 1.528 -1.028 8.183 0.350
H 2.989 -0.769 -7.288 0.335
C 2.815 -0.732 -5.143 1.035
O 4.597 3.608 -5.134 -0.297
H -1.520 5.906 3.089 0.361
H 4.861 5.944 -2.040 0.393
O 1.578 0.257 6.593 -0.298
O -9.334 -3.504 0.622 -0.310
C 3.540 2.984 -4.531 0.455
O 6.077 0.774 3.382 -0.322
C 4.704 3.940 -2.887 0.846
N 0.040 -1.691 1.716 0.459
H 2.740 -1.426 6.935 0.344
H 4.578 5.515 -4.395 0.372
O -0.263 1.409 5.865 -0.571
C 1.725 -1.054 7.105 -0.672
O -2.392 -1.634 1.579 -0.391
C 4.531 4.939 -1.756 -1.364
O 3.016 -1.106 -2.910 -0.274
H 4.236 0.405 -0.020 0.127
H 0.639 4.836 3.158 0.297
C -1.272 -2.399 1.475 0.371
H 6.204 -1.119 1.455 0.292
C 5.276 0.070 -0.089 -0.996
H 4.462 -1.798 -4.225 0.351
O -4.596 -2.953 -3.004 -0.396
H 1.361 -2.675 -1.015 0.382
C 0.411 4.484 2.146 -0.646
O 1.173 0.100 -2.282 -0.498
O -8.108 -2.195 -0.743 -0.299
H -9.464 -3.005 -2.032 0.243
C 5.921 -0.074 1.278 0.561
O 1.629 4.337 1.440 -0.175
H -10.456 -1.794 0.621 0.352
S 1.114 1.133 0.377 -0.083
O -3.103 -2.418 -1.403 -0.127
H 3.494 4.993 -1.411 0.304
C -1.362 6.294 2.078 -1.306
H 3.471 0.139 -5.266 -0.032
C 0.189 -3.069 7.027 -1.335
O 1.839 -1.947 -0.497 -0.398
H -4.722 -2.930 -0.263 0.362
H 0.768 -3.301 7.927 0.364
O 2.887 5.835 0.248 -0.596
C 1.095 -2.571 2.340 0.552
H -0.867 -2.986 7.299 0.350
H 6.159 4.692 -4.306 0.348
O 2.289 -1.979 2.608 -0.397
O 3.476 3.302 -3.203 -0.190
O -7.052 -3.495 0.819 -0.540
C -8.072 -3.100 0.281 0.546
O 8.224 1.546 3.187 -0.556
O 1.635 -0.289 -4.491 -0.296
H 0.292 -3.935 6.363 0.314
H -1.092 7.353 2.146 0.321
F -1.467 -3.813 1.084 -0.209
C 5.078 4.559 -4.202 -0.731
H -3.395 -4.123 -0.260 0.298
H 2.920 -2.695 -4.193 0.346
H 5.253 -0.903 -0.593 0.288
C 1.843 5.525 0.796 0.520
C -9.431 -2.229 -1.257 0.642
H -0.118 3.529 2.210 0.336
O -3.264 -1.109 -3.275 -0.578
O -0.334 -0.860 6.173 -0.361

89
Properties=species:S:1:pos:R:3:mulliken_spin:R:1 method="wB97M-V/def2-TZVPD" e_above_lowest_ev=0.062 spin_multiplicity=2 homo_lumo_gap_ev="5.79 / 4.11" s_squared=0.83 e_lumo_ha="-0.3262 / -0.3846" homo_energy_ha="-0.5388 / -0.5355" charge=+3
N -1.598 -1.482 -1.396 0.015
H 3.162 1.954 3.524 0.000
C -2.471 -3.503 -2.722 0.000
O -1.320 -1.626 1.521 0.180
N 1.352 2.226 2.556 0.001
H -2.396 5.047 -0.645 0.000
H 1.826 2.353 4.603 0.000
H -1.610 1.170 2.087 -0.001
H -2.926 -1.844 3.445 -0.001
S 4.245 -0.724 -1.649 0.114
C 4.926 -2.416 -1.454 0.000
N -0.534 2.376 3.896 0.001
H 6.000 -2.318 -1.600 0.000
H -1.655 -3.887 -3.344 0.000
N -1.377 4.244 -2.350 0.000
H 1.560 -5.101 -3.180 0.000
H -4.615 2.239 -2.740 0.000
H -3.998 -3.968 -4.161 0.000
H -1.317 1.029 -3.520 0.001
S 1.432 0.063 -1.701 0.074
H 3.503 -2.388 2.725 -0.007
C 1.485 -2.221 2.036 -0.059
H -3.950 1.821 -0.512 0.000
C 4.123 -3.712 -4.902 -0.003
H 1.770 -2.775 4.620 0.000
H 2.536 -3.844 2.984 0.002
H 2.426 -4.885 -5.484 0.000
C -1.554 -2.351 5.010 -0.016
C -0.617 3.273 -1.531 0.001
C 2.263 2.562 3.632 0.000
H -2.775 -4.287 -2.021 0.000
H -2.996 3.007 0.387 0.000
C 2.723 -3.021 2.304 0.008
H -2.307 -2.410 5.780 0.002
N -0.631 1.266 1.835 0.003
C 2.952 -4.420 -4.665 0.004
C -1.709 1.721 4.428 0.007
H 0.391 4.253 3.754 0.000
H -2.209 4.423 -4.309 0.000
H 2.689 -3.958 -1.325 0.000
C -0.931 -1.918 2.686 0.136
H -3.119 5.473 -2.220 0.000
H -0.337 3.742 -0.582 -0.001
C 0.749 -2.561 4.348 -0.109
H -2.917 0.615 -2.899 0.000
H -2.638 2.136 4.023 0.000
C 2.022 1.992 1.300 -0.005
H 0.068 -2.848 6.342 0.000
H 2.569 3.609 3.588 0.000
C 0.449 -2.219 3.018 0.152
H 4.700 -2.782 -0.457 -0.002
C -3.150 2.561 -0.600 0.000
C 4.260 -3.167 -2.560 0.005
H -3.374 -2.327 -4.317 0.000
C 4.768 -3.076 -3.859 0.004
C -2.663 4.669 -1.635 0.000
P -1.587 1.701 -1.163 -0.005
C -1.772 3.627 -3.699 0.000
H -4.490 -2.741 -2.999 0.000
H -1.326 4.289 4.170 0.000
H -0.801 5.075 -2.523 0.000
H 2.563 2.894 1.006 0.000
C -0.210 -2.605 5.329 0.202
C 2.448 -4.520 -3.370 0.003
C -1.976 -2.404 -1.970 -0.008
C -3.903 3.058 -2.844 0.000
H 2.746 1.181 1.405 -0.001
H -0.135 3.802 5.384 0.000
C -3.661 -3.098 -3.606 0.000
H -1.725 1.875 5.508 0.000
C 0.053 1.926 2.740 -0.005
H 3.090 -3.431 1.367 -0.005
C 2.661 -0.848 -0.904 0.025
Ir -0.439 -0.251 0.073 -0.011
N 2.526 -1.515 0.184 0.036
H 1.300 1.725 0.532 0.005
H -4.372 3.845 -3.438 0.000
H 4.524 -3.647 -5.900 0.000
H 0.303 2.993 -2.057 -0.001
H 5.667 -2.507 -4.045 0.000
C -0.384 3.754 4.323 0.000
H -0.864 3.256 -4.181 0.000
N -2.706 2.585 -3.520 0.000
C -2.152 1.395 -2.914 0.000
N -3.559 3.584 -1.532 0.000
H -1.667 0.651 4.233 0.001
N 1.419 -1.528 0.915 0.169
C 3.086 -3.883 -2.327 0.002
C -1.903 -2.023 3.732 0.085

89
Properties=species:S:1:pos:R:3:mulliken_spin:R:1 method="wB97M-V/def2-TZVPD" e_above_lowest_ev=0.000 spin_multiplicity=6 homo_lumo_gap_ev="7.08 / 4.55" s_squared=8.79 e_lumo_ha="-0.2689 / -0.3912" homo_energy_ha="-0.5291 / -0.5584" charge=+3
H -4.779 4.650 1.830 0.000
N 1.264 3.000 -0.565 0.037
C 2.149 6.178 -1.695 0.000
C -1.898 3.953 0.236 0.011
N -2.823 4.688 1.102 0.011
C -3.127 1.746 1.452 0.007
H 1.775 -4.337 3.874 0.000
H 3.028 4.449 -2.687 0.000
H 0.210 -4.202 -1.049 0.000
C -4.396 -2.937 -2.866 0.132
C -5.754 -3.095 -2.754 -0.027
H 1.949 6.532 -0.685 0.000
S -1.367 0.940 -1.984 0.338
H -4.004 3.815 3.945 0.001
H -7.615 -3.236 -3.824 0.004
Ir 0.006 0.597 -0.055 2.758
C 1.947 3.786 -1.053 0.007
H 2.677 -0.922 -3.387 -0.001
H 5.845 -1.367 0.624 0.000
H 3.030 -3.389 -0.687 0.001
N -1.214 -1.758 -1.729 0.161
C 2.805 4.794 -1.676 -0.001
C 2.862 -2.864 -1.623 0.000
C -5.966 -2.983 -5.184 0.013
H -3.151 2.247 4.022 -0.001
C -0.582 -3.930 -0.348 0.008
H -0.628 -4.674 0.438 0.001
H -3.762 -2.911 -1.988 0.013
C -1.565 -0.723 -2.406 -0.031
H -4.511 3.695 0.366 0.000
C -0.052 -1.250 2.340 0.029
H 1.093 -4.372 1.542 -0.001
H -1.700 4.201 4.164 0.001
H -4.150 -2.744 -6.282 0.001
C 3.738 -1.103 2.083 0.006
H 1.206 -2.374 5.297 0.001
H 1.053 -0.959 -2.686 -0.008
H -3.651 1.456 0.540 -0.008
H 1.218 6.164 -2.259 0.000
C -4.610 -2.831 -5.306 0.072
H 2.824 6.884 -2.172 0.000
H 2.473 0.688 0.953 0.004
H -1.929 -2.965 -5.252 0.004
H -6.595 -3.013 -6.063 0.002
N 2.055 0.146 0.206 0.211
S -2.226 -0.927 -4.028 0.366
N 3.759 -1.388 0.655 0.017
H -3.028 0.858 2.077 -0.002
C -4.083 3.980 1.325 -0.003
C 0.937 -2.378 4.249 0.009
N -2.004 3.870 3.246 0.009
H -1.751 -3.214 -3.481 -0.004
C 1.252 -3.491 3.451 0.030
H 3.712 -3.036 -2.286 0.000
H -2.370 3.774 -0.731 -0.002
H -6.217 -3.206 -1.784 0.001
H -0.806 2.119 3.339 -0.004
C -3.348 3.127 3.412 0.000
H 2.166 0.372 -2.295 0.001
H 5.140 -2.973 0.383 0.001
P -1.440 2.341 1.006 0.133
C 0.186 -2.406 1.541 0.031
C -3.797 -2.841 -4.150 0.122
H 0.071 -0.424 4.310 -0.001
C -2.319 -2.724 -4.267 0.016
C 2.096 -0.694 -2.492 0.027
C -0.948 2.970 2.673 0.014
H -1.288 5.584 2.198 -0.001
O -0.580 -0.137 1.889 0.249
N 2.642 -1.446 -1.376 0.001
H -0.015 3.532 2.608 0.000
N -0.632 -1.492 -0.517 0.055
H -2.928 5.744 2.885 0.000
C 5.030 -1.913 0.150 0.000
H 4.255 -0.167 2.317 0.001
H 1.971 -3.276 -2.103 0.000
H -0.998 4.544 0.056 0.000
C -2.249 5.092 2.335 0.005
C 2.816 -0.884 -0.161 -0.017
H 3.747 4.808 -1.125 0.000
N -3.891 2.785 2.146 0.009
C -0.335 -2.557 0.207 -0.029
H 5.103 -1.768 -0.923 0.000
H 4.251 -1.910 2.603 0.001
C 0.861 -3.503 2.142 -0.015
H 2.713 -1.063 2.446 -0.006
C -6.543 -3.117 -3.910 0.197
H -1.516 -3.949 -0.902 0.003
C 0.302 -1.292 3.706 0.026

89
Properties=species:S:1:pos:R:3:mulliken_spin:R:1 method="wB97M-V/def2-TZVPD" e_above_lowest_ev=0.000 spin_multiplicity=2 homo_lumo_gap_ev="8.08 / 7.48" s_squared=0.75 e_lumo_ha="-0.1617 / -0.1667" homo_energy_ha="-0.4588 / -0.4414" charge=+2
C 2.248 -0.122 -2.636 0.000
H 1.736 -4.313 -0.288 0.000
C -1.481 -1.840 1.806 0.065
N -1.210 -1.607 0.521 -0.109
H -1.690 -2.031 -1.443 -0.003
C 0.725 3.627 -0.089 -0.003
H 0.851 0.555 -4.753 0.000
V 0.062 0.047 0.109 0.974
N 2.890 -0.658 1.452 -0.005
C 1.141 -3.454 0.021 0.008
C -1.696 -8.570 0.719 0.000
H 3.742 -3.758 1.298 0.000
O 1.584 1.679 1.112 0.011
O 0.021 2.648 -0.814 0.008
H 1.813 2.532 3.004 0.000
H -1.045 3.666 -2.280 0.000
H 2.589 2.616 -0.363 0.000
C 1.939 2.912 0.460 0.003
C -3.609 -5.532 3.099 0.000
C -2.871 0.949 0.353 0.002
H 1.460 0.805 2.931 -0.004
C -2.547 -2.625 2.246 -0.001
C -3.072 -2.953 -0.064 -0.002
H -3.688 -3.387 -0.840 0.000
N -2.701 -2.797 3.610 -0.001
C 5.099 -1.281 2.400 0.000
H 2.504 3.544 1.147 0.000
H -4.345 -7.905 0.805 0.000
H 0.359 -3.817 0.689 -0.001
C -1.969 -2.193 -0.411 0.047
H -1.657 -5.195 3.929 0.000
H -0.828 -1.373 2.536 -0.010
N 2.681 0.148 -3.857 0.003
H -2.309 -2.059 4.174 0.000
H 0.676 -3.031 -0.867 -0.002
H 5.227 0.574 -2.043 0.000
C -4.358 -6.311 2.225 0.000
H 5.054 -1.140 -2.445 0.000
C -3.741 -7.295 1.467 0.000
N 3.278 -0.207 -1.781 0.001
H 5.632 -0.477 1.890 0.000
C -1.209 3.067 -1.379 0.002
C -2.290 1.702 1.518 0.002
H -0.565 1.842 3.693 0.002
H -1.003 -9.157 1.323 0.000
H -3.762 1.457 -0.016 0.000
C 3.813 -1.600 1.720 0.001
N 1.793 -1.156 0.813 -0.006
H -1.512 1.327 -2.605 -0.001
H -2.421 -9.253 0.281 0.000
C -1.965 1.806 -1.746 0.002
H 0.093 4.050 0.700 -0.001
C -2.241 -5.756 3.216 0.000
H -3.009 2.028 -1.971 0.000
O -1.899 0.833 -0.694 0.009
H 2.274 1.168 -5.622 0.000
C 1.872 0.334 -5.047 0.001
H 4.928 -0.977 3.434 0.000
C 4.144 0.208 -3.915 0.000
H 1.047 4.454 -0.730 0.000
H -0.508 3.089 2.448 0.000
H -2.201 2.766 1.287 0.000
H 1.887 -0.567 -5.661 0.000
O -0.963 1.200 1.759 -0.005
S 0.588 -0.359 -2.231 -0.004
C 4.564 -0.168 -2.483 0.000
C -0.255 2.051 2.667 0.002
H -3.156 -0.063 0.628 0.000
C -1.638 -6.727 2.433 0.000
H 4.463 1.211 -4.201 0.000
H -5.129 -4.815 4.351 0.000
C -3.383 -3.167 1.268 0.006
H 5.740 -2.159 2.409 0.000
H -1.123 -8.126 -0.098 0.000
C -3.825 -3.329 4.292 0.000
H 4.517 -0.496 -4.658 0.000
H -2.888 1.591 2.424 0.000
H 2.967 0.348 1.493 0.003
N -4.281 -4.546 3.879 0.000
H -0.573 -6.905 2.543 0.000
H 3.128 -0.670 -0.900 -0.002
H -4.257 -3.746 1.533 0.000
C 3.287 -2.783 1.252 0.000
C 1.217 1.773 2.493 0.000
C -2.370 -7.513 1.547 0.000
C 2.036 -2.471 0.694 0.008
H -5.428 -6.152 2.147 0.000
O -4.280 -2.727 5.237 0.000
H -1.762 3.689 -0.665 -0.001

90
Properties=species:S:1:pos:R:3:mulliken_charge:R:1 method="wB97M-V/def2-TZVPD" e_above_lowest_ev=0.000 spin_multiplicity=1 smiles="O=C1CCCO1.O=C1CCCO1.O=C1CCCO1.O=C1CCCO1.O=C1CCCO1.O=C1CCCO1.O=C1CCCO1.CC#N" homo_lumo_gap_ev=10.37 e_lumo_ha=0.0137 homo_energy_ha=-0.3673
H -5.750 -0.759 0.508 0.223
H 4.411 2.562 -1.022 0.374
H -2.937 -1.005 6.635 0.364
C 4.626 -3.125 -3.825 -0.445
O 1.926 0.735 -3.199 -0.709
C 3.207 -2.976 -3.186 0.097
H -3.817 -2.652 0.271 0.300
C 5.150 -4.427 -3.228 0.435
C -0.513 -2.976 0.817 0.185
N -0.943 -3.786 1.512 -0.602
C -5.586 -0.791 -1.673 -0.380
H 4.626 -3.247 -4.909 0.311
O -4.183 -0.044 3.075 -0.617
O -2.066 1.212 -1.411 -0.436
H 3.622 4.614 -1.946 0.318
H -0.419 3.176 -4.364 -0.080
H 4.001 0.423 0.937 0.445
H 3.162 2.929 0.217 0.264
H -3.914 -2.554 4.579 0.289
H 4.262 -1.312 2.865 0.289
C 3.380 -3.774 -1.963 -0.278
H 2.452 -3.333 -3.854 0.287
C -0.769 1.967 3.446 0.439
C 3.288 -0.858 2.564 -0.425
C -0.195 3.046 1.440 0.002
H 3.030 -1.926 -2.976 -0.174
C -0.028 -1.831 0.016 1.370
H 1.939 4.297 -1.366 0.342
C 2.641 3.092 -3.061 -0.105
C 2.831 3.839 -1.727 -0.665
C -3.945 -1.753 -0.301 0.404
C 2.402 1.648 -2.558 0.309
H -2.055 2.124 0.892 -0.113
C -3.585 -1.878 -1.738 0.351
O 4.368 -4.804 -2.233 -0.393
H 2.932 -0.698 4.748 0.356
H 0.206 2.690 0.502 -0.122
H -1.515 -0.002 6.227 0.218
C -1.729 2.978 1.471 0.059
C -1.209 1.337 -4.867 -0.794
C -3.149 -1.954 4.081 -0.263
H -3.156 -2.389 3.076 -0.035
H -1.722 -0.321 -3.481 0.158
H -0.317 1.240 -5.407 0.303
O 6.143 -5.030 -3.572 -0.594
O -4.575 -1.465 -2.508 -0.386
O 3.745 2.659 2.420 -0.661
H -5.962 -2.436 -0.358 0.329
H -2.109 3.393 -5.002 0.346
C -1.418 2.771 -4.374 -0.136
H -2.073 0.921 -5.379 0.292
H 0.833 -2.160 -0.634 -0.147
O -0.436 1.254 4.348 -0.622
H -0.885 -1.508 -0.571 -0.535
H 2.491 -4.271 -1.600 0.293
H -2.801 2.139 3.219 0.172
H -6.541 -0.798 -2.187 0.342
C -1.688 1.459 -2.487 0.308
H 2.689 -1.636 2.086 0.240
C -2.310 -0.667 5.813 -0.487
C -1.919 -1.826 4.925 -0.098
H 0.216 -1.026 0.734 -0.253
H 0.271 4.037 1.654 0.153
H 5.292 -2.277 -3.536 0.240
H 3.531 3.112 -3.740 0.285
O -2.547 -2.156 -2.288 -0.628
C -1.120 0.572 -3.567 0.646
C 3.448 1.536 2.752 0.436
H -2.351 3.884 1.146 0.354
C -1.948 2.740 2.989 -0.539
H 3.791 -3.151 -1.188 0.209
C -5.454 -1.442 -0.348 -0.410
H -1.689 -2.709 5.522 0.450
C 2.585 -0.331 3.827 -0.075
H -1.079 -1.637 4.273 -0.101
H 1.757 3.395 -3.636 -0.025
C 3.323 2.710 -0.795 -0.430
H 1.503 -0.223 3.830 -0.118
O -1.839 2.692 -3.004 -0.429
H -5.229 0.281 -1.722 0.149
H -1.996 3.629 3.563 0.345
O 3.036 1.106 3.900 -0.391
C 3.307 0.419 1.766 0.293
H -0.080 0.250 -3.351 -0.183
C -3.570 -0.547 3.982 0.614
H -3.282 -0.920 0.048 -0.313
O 2.624 1.518 -1.235 0.011
H 2.343 0.680 1.240 -0.334
O -3.165 0.136 4.995 -0.319
O 0.176 2.187 2.461 -0.145

no.,total energy (Ha)
1,-3969.6106
2,-2979.2763
3,-2979.2620
4,-3271.4237
5,-2278.2761